1.
Entry from OMol25: 2 unconnected molecules or ions with the total composition C5H14 at a distorted geometry (ωB97M-V/def2-TZVPD).

Structure (XYZ):
```
19
Properties=species:S:1:pos:R:3
C 2.747 -0.471 -1.109
C 1.379 0.095 -0.699
C 0.294 -0.794 -1.283
H 3.653 0.005 -0.745
H 2.802 -0.392 -2.201
H 2.823 -1.538 -0.886
H 1.258 0.241 0.371
H 1.248 1.067 -1.178
H 0.533 -1.193 -2.275
H 0.211 -1.678 -0.637
H -0.663 -0.295 -1.405
C -2.016 1.290 1.876
C -2.101 -0.069 1.162
H -2.926 1.882 1.768
H -1.728 1.091 2.908
H -1.229 1.937 1.482
H -1.382 -0.777 1.580
H -1.778 0.038 0.134
H -3.124 -0.438 1.138
```

E_LUMO ... 1.158 eV
HOMO-LUMO gap ... 0.460 Eh
HOMO level ... -11.36 eV
Relative energy (zero: lowest compared OMol25 entry of this formula, charge and spin) ... 7.9 kcal per mole

***

2.
Entry from OMol25: 2 unconnected molecules or ions with the total composition C5H14 at a distorted geometry (ωB97M-V/def2-TZVPD).

Structure (XYZ):
```
19
Properties=species:S:1:pos:R:3
C 0.384 2.426 -1.094
C -0.222 1.042 -1.301
C 0.854 -0.056 -1.387
H -0.100 3.380 -1.360
H 1.361 2.577 -1.570
H 0.442 2.616 0.004
H -0.952 0.877 -0.474
H -0.767 0.896 -2.233
H 1.546 0.036 -0.516
H 0.319 -1.010 -1.307
H 1.468 0.134 -2.267
C -0.863 -1.085 2.119
C -0.329 -2.155 1.205
H -1.883 -1.343 2.433
H -0.271 -0.973 3.068
H -0.717 -0.125 1.633
H 0.612 -1.743 0.921
H -0.904 -2.471 0.347
H 0.022 -3.021 1.779
```

E_LUMO ... 1.150 eV
HOMO-LUMO gap ... 0.450 Eh
HOMO level ... -11.09 eV
Relative energy (zero: lowest compared OMol25 entry of this formula, charge and spin) ... 17.2 kcal per mole

***

3.
Entry from OMol25: 2 unconnected molecules or ions with the total composition C5H14 at a distorted geometry (ωB97M-V/def2-TZVPD).

Structure (XYZ):
```
19
Properties=species:S:1:pos:R:3
C -0.985 0.865 1.238
C -1.013 1.827 0.072
C -1.888 1.276 -1.083
H -1.692 1.040 2.060
H 0.109 0.804 1.658
H -1.059 -0.143 0.704
H -1.449 2.760 0.454
H -0.094 2.160 -0.187
H -2.271 2.019 -1.787
H -1.426 0.444 -1.411
H -2.995 0.944 -0.958
C 2.401 -1.464 -0.522
C 1.331 -2.074 0.332
H 3.450 -1.455 -0.219
H 2.352 -1.958 -1.449
H 2.208 -0.337 -0.705
H 1.173 -3.146 0.232
H 0.386 -1.647 0.043
H 1.464 -1.915 1.525
```

E_LUMO ... 1.087 eV
HOMO-LUMO gap ... 0.442 Eh
HOMO level ... -10.94 eV
Relative energy (zero: lowest compared OMol25 entry of this formula, charge and spin) ... 40.7 kcal per mole

***

4.
Entry from OMol25: 2 unconnected molecules or ions with the total composition C5H14 at a distorted geometry (ωB97M-V/def2-TZVPD).

Structure (XYZ):
```
19
Properties=species:S:1:pos:R:3
C -1.924 -0.183 -1.415
C -1.198 1.088 -1.907
C -0.158 1.462 -0.832
H -2.863 0.154 -0.989
H -2.061 -0.865 -2.260
H -1.353 -0.806 -0.739
H -1.876 1.936 -2.037
H -0.810 1.026 -2.928
H -0.799 1.553 0.047
H 0.308 2.444 -0.963
H 0.653 0.761 -0.724
C 1.760 -1.774 2.074
C 1.246 -0.393 1.618
H 1.171 -2.583 1.646
H 2.791 -1.874 1.773
H 1.625 -1.900 3.147
H 0.688 -0.519 0.703
H 2.077 0.288 1.406
H 0.722 0.184 2.378
```

E_LUMO ... 1.122 eV
HOMO-LUMO gap ... 0.457 Eh
HOMO level ... -11.32 eV
Relative energy (zero: lowest compared OMol25 entry of this formula, charge and spin) ... 15.1 kcal per mole

***

5.
Entry from OMol25: 2 unconnected molecules or ions with the total composition C5H14 at a distorted geometry (ωB97M-V/def2-TZVPD).

Structure (XYZ):
```
19
Properties=species:S:1:pos:R:3
C -0.158 -0.756 -2.397
C -1.422 -0.648 -1.306
C -1.399 0.509 -0.581
H -0.114 -1.896 -2.694
H 0.801 -0.579 -1.884
H -0.067 -0.290 -3.360
H -2.475 -0.726 -1.917
H -1.593 -1.600 -0.693
H -0.670 0.537 0.404
H -0.874 1.418 -1.015
H -2.260 0.773 0.134
C 0.722 0.422 2.452
C 1.791 0.315 1.361
H 1.193 0.542 3.456
H -0.031 1.242 2.250
H 0.240 -0.698 2.648
H 1.509 -0.041 0.426
H 1.967 1.410 0.959
H 2.838 0.066 1.756
```

E_LUMO ... 1.088 eV
HOMO-LUMO gap ... 0.404 Eh
HOMO level ... -9.91 eV
Relative energy (zero: lowest compared OMol25 entry of this formula, charge and spin) ... 69.5 kcal per mole

***

6.
Entry from OMol25: 2 unconnected molecules or ions with the total composition C5H14 at a distorted geometry (ωB97M-V/def2-TZVPD).

Structure (XYZ):
```
19
Properties=species:S:1:pos:R:3
C 1.692 0.059 0.970
C 1.933 -0.461 -0.468
C 1.222 -1.782 -0.734
H 2.620 0.084 1.552
H 1.255 1.052 1.014
H 1.148 -0.704 1.522
H 3.008 -0.515 -0.618
H 1.570 0.287 -1.176
H 1.563 -2.287 -1.636
H 0.145 -1.635 -0.676
H 1.467 -2.462 0.092
C -3.019 1.082 -0.172
C -1.593 0.996 0.399
H -3.380 2.113 -0.148
H -3.032 0.749 -1.212
H -3.706 0.477 0.408
H -1.035 1.913 0.218
H -1.057 0.161 -0.052
H -1.607 0.734 1.454
```

E_LUMO ... 1.134 eV
HOMO-LUMO gap ... 0.456 Eh
HOMO level ... -11.27 eV
Relative energy (zero: lowest compared OMol25 entry of this formula, charge and spin) ... 7.6 kcal per mole

***

7.
Entry from OMol25: 2 unconnected molecules or ions with the total composition C5H14 (ωB97M-V/def2-TZVPD).

Structure (XYZ):
```
19
Properties=species:S:1:pos:R:3
C 0.671 0.553 1.769
C 1.258 1.867 1.237
C 0.702 2.218 -0.128
H 1.174 0.296 2.693
H -0.403 0.662 1.959
H 0.843 -0.244 1.052
H 1.042 2.674 1.944
H 2.344 1.786 1.180
H -0.385 2.304 -0.077
H 1.140 3.098 -0.596
H 0.893 1.410 -0.836
C -0.827 -2.563 -0.857
C -1.645 -1.874 -1.936
H -1.428 -3.283 -0.308
H 0.043 -3.094 -1.259
H -0.427 -1.805 -0.178
H -1.953 -2.555 -2.734
H -2.558 -1.462 -1.518
H -1.104 -1.088 -2.450
```

E_LUMO ... 1.118 eV
HOMO-LUMO gap ... 0.463 Eh
HOMO level ... -11.49 eV
Relative energy (zero: lowest compared OMol25 entry of this formula, charge and spin) ... 1.3 kcal per mole

***

8.
Entry from OMol25: 2 unconnected molecules or ions with the total composition C5H14 at a distorted geometry (ωB97M-V/def2-TZVPD).

Structure (XYZ):
```
19
Properties=species:S:1:pos:R:3
C -0.978 -2.187 0.138
C 0.318 -1.467 0.469
C 1.436 -2.352 0.956
H -1.290 -2.842 1.051
H -1.051 -2.550 -0.752
H -1.894 -1.492 0.058
H 0.806 -0.930 -0.395
H 0.190 -0.700 1.233
H 1.071 -2.916 2.017
H 1.794 -3.123 0.227
H 2.336 -1.704 1.232
C -0.552 2.046 -0.724
C -0.110 3.514 -0.845
H -1.522 1.906 -1.298
H 0.245 1.497 -1.133
H -0.620 1.548 0.271
H -0.405 3.781 -1.848
H 0.895 3.830 -0.600
H -0.670 4.142 -0.057
```

E_LUMO ... 1.077 eV
HOMO-LUMO gap ... 0.447 Eh
HOMO level ... -11.09 eV
Relative energy (zero: lowest compared OMol25 entry of this formula, charge and spin) ... 38.1 kcal per mole

***

no.,calculated total energy (hartree)
1,-198.876579
2,-198.861817
3,-198.824337
4,-198.865137
5,-198.778349
6,-198.877075
7,-198.887048
8,-198.828438